No. 1
The following is a quantum chemistry calculation of C15H30N2O2 in the gas phase, from OMol25.

Calculated total energy ... -849.556855 hartree
HOMO ... -8.7929 eV
Gap between HOMO and LUMO ... 9.53 eV
LUMO ... 0.7 eV
Relative energy (zero: lowest compared OMol25 entry of this formula, charge and spin) ... 31.8 kcal/mol

ORCA input file:
```
! RIJCOSX wB97M-V def2-TZVPD def2/J DEFGRID3
* xyz 0 1
H 1.6947 0.0359 -2.8289
O 2.4223 0.3427 0.3980
H -0.0129 -1.1560 -1.4574
C -0.1474 -1.0987 1.4307
N -0.3438 1.4737 -1.6111
H -1.6499 -0.9989 3.8498
H -0.1506 3.2138 0.6280
C -0.5272 -2.2003 2.4251
H -0.9174 -0.5293 -4.2970
H -1.5323 -3.4149 0.9410
C -0.3649 -0.2803 -3.3827
H -0.8773 1.8118 -3.6305
H 1.8932 3.2730 -0.1308
H 2.7413 2.1487 -1.1868
H -1.3077 2.2407 1.5306
H 0.1849 -3.7771 1.1254
H 2.6291 -0.6020 1.9276
H 1.7729 1.1675 3.2105
C 1.1158 -0.1546 -3.7282
H -1.9408 2.6835 -0.8838
H -0.9711 -0.9527 0.7282
C 0.6770 2.4924 -1.7719
H 0.2987 -2.3319 3.1284
H -2.6165 -1.6435 2.5177
H -0.6965 0.6221 2.6083
C -0.5803 2.2123 0.7174
C -1.2986 1.8322 -0.5850
C -0.9614 1.0369 -2.8549
O 2.3059 -0.7902 2.8302
C 1.5692 1.2091 0.2774
H -2.0898 -2.7002 3.8268
H 0.2347 3.5043 -1.7329
C 1.3294 0.1628 3.1077
C 1.7830 2.3507 -0.7067
H 1.2845 0.6488 -4.4429
H 0.9043 -0.1169 4.0761
C -1.7973 -1.8595 3.2018
C 0.1821 0.2542 2.0711
H -1.6148 -1.5169 -2.1162
H 1.4728 -1.0814 -4.1722
H -0.9650 -4.3181 2.3471
C -0.5619 -1.3962 -2.3623
H -0.1909 -2.3403 -2.7535
H 1.1244 2.3739 -2.7572
C -0.7219 -3.5095 1.6617
N 0.4618 1.2680 1.0464
H -1.9404 0.9660 -0.4058
H -2.0290 0.8736 -2.6813
H 0.7255 -1.4292 0.8669
*
```

Computed natural (NBO) charges, given in elementary charges: 0.21 -0.67 0.22 -0.41 -0.47 0.20 0.20 -0.23 0.19 0.20 -0.22 0.18 0.22 0.24 0.22 0.21 0.50 0.16 -0.61 0.17 0.20 -0.22 0.22 0.20 0.20 -0.22 -0.22 -0.20 -0.74 0.73 0.21 0.17 -0.07 -0.51 0.20 0.18 -0.61 -0.05 0.20 0.21 0.21 -0.61 0.21 0.22 -0.60 -0.45 0.20 0.20 0.23

No. 2
The following is a quantum chemistry calculation of a molecular structure, C35H35N4S4Sb3Tc in a non-equilibrium geometry, from OMol25.

Calculated total energy ... -3967.866876 hartree
HOMO (alpha / beta) ... -10.2612 / -10.5108 eV
Gap between HOMO and LUMO (alpha / beta) ... 5.77 / 6.00 eV
LUMO (alpha / beta) ... -4.5 / -4.5 eV

ORCA input file:
```
! RIJCOSX wB97M-V def2-TZVPD def2/J DEFGRID3
* xyz 1 3
N -0.1450 -0.8442 3.4168
C 0.1968 -2.7737 2.0531
C 2.2706 3.7880 -1.7054
S 5.6675 -0.2699 2.1538
H -2.5833 1.8209 0.9468
C -0.0428 4.2006 -2.2037
H -2.0342 3.8767 1.1960
H 0.2130 4.5992 5.5199
C 1.8993 2.9398 -0.6736
C 0.0808 3.3566 3.7857
H 1.1578 -6.4300 -3.5554
H -0.0268 2.6354 -5.5847
H -1.7222 -1.7382 -4.0418
C 1.2993 4.4223 -2.4664
C 0.5520 2.7180 -0.4050
N 2.0477 -2.7024 0.7129
H 1.8774 -2.2402 -3.9193
C -1.3589 -0.7701 -4.3649
C -2.0035 0.9083 0.8101
N 1.2174 -2.1040 1.6171
H 1.5904 5.0877 -3.2655
H 3.7533 -3.3060 -0.9547
H -3.4766 -2.1505 4.8317
H -0.4384 -5.9996 -1.7213
H -0.2237 -4.7917 2.5619
S 2.8347 -1.5279 4.0977
H -2.5360 0.0520 5.5746
C -0.4172 3.3434 -1.1804
C -1.8319 -2.5332 3.5143
C -1.5417 3.9996 2.1528
C 1.6191 -4.3553 -3.8393
Sb 0.0161 1.5266 1.2450
S 2.8821 1.5822 3.2699
C -0.1448 -4.1723 1.6694
H -1.4707 3.1756 -0.9995
C 0.9754 -5.4190 -3.2223
C -1.7889 -0.2524 -5.5751
Tc 1.7103 -0.2430 2.5816
H -2.3134 -1.6436 -1.5537
H 4.6946 -1.8499 -0.8528
H -2.4901 -0.8089 -6.1820
C -0.5420 3.1223 2.5665
H -1.6510 1.3801 -6.9567
H -2.2595 0.2588 1.6535
H -2.2630 0.9465 -1.3356
C -0.2924 4.4301 4.5806
H 0.7411 1.7145 -3.4368
C -1.2940 5.2898 4.1632
C -1.3154 0.9777 -6.0116
C -0.4571 -0.0623 -3.5755
H -0.7999 4.6854 -2.8025
H 2.3034 -4.5366 -4.6559
Sb 0.2276 -0.7943 -1.7080
H 0.6153 -4.5802 1.0095
C -0.6249 -2.0445 3.0220
H -2.6873 5.7482 2.5976
H -1.1095 -4.2058 1.1613
C 0.0812 -5.1757 -2.1924
C -1.7235 -1.0804 -0.8297
H -2.1994 -3.4870 3.1751
H -3.4822 0.0856 -0.4451
C 3.0178 -1.9219 0.3211
H 3.3171 3.9605 -1.9089
N 3.8651 -2.3656 -0.6115
H -1.6302 -1.6965 0.0687
C -0.4069 1.6823 -5.2408
C 0.0222 1.1616 -4.0277
C -0.1537 -3.8742 -1.7730
C -2.5396 -1.7839 4.4362
S 3.2457 -0.2594 0.8533
H 2.6663 2.4581 -0.0776
C -0.8287 -0.1269 4.3169
H -1.5826 6.1286 4.7789
C -2.0264 -0.5628 4.8499
C 0.4939 -2.8020 -2.3717
C 1.3757 -3.0577 -3.4181
H -0.8580 -3.7014 -0.9724
Sb 4.6117 0.1194 4.1896
C -2.4019 0.2470 -0.5064
H 0.8916 2.7190 4.1238
H -0.3953 0.8224 4.6046
C -1.9165 5.0743 2.9419
*
```

Computed natural (NBO) charges, given in elementary charges: -0.42 0.26 -0.22 -0.44 0.24 -0.19 0.20 0.22 -0.17 -0.28 0.22 0.22 0.20 -0.20 -0.32 -0.39 0.22 -0.16 -0.75 -0.22 0.23 0.43 0.24 0.22 0.25 -0.37 0.25 -0.26 -0.21 -0.24 -0.21 1.31 -0.34 -0.69 0.21 -0.20 -0.22 0.11 0.24 0.42 0.22 -0.29 0.22 0.22 0.21 -0.19 0.21 -0.19 -0.20 -0.40 0.23 0.22 1.05 0.28 0.16 0.22 0.24 -0.22 -0.76 0.24 0.22 0.30 0.23 -0.76 0.20 -0.20 -0.23 -0.26 -0.13 0.24 0.21 0.07 0.22 -0.23 -0.27 -0.26 0.19 0.99 -0.43 0.22 0.24 -0.20

No. 3
The following is a quantum chemistry calculation of a molecular structure, C43H47AuN5P2SSi2 in a non-equilibrium geometry, from OMol25.

Calculated total energy ... -3736.008758 hartree
HOMO ... -9.8808 eV
Gap between HOMO and LUMO ... 6.49 eV
LUMO ... -3.4 eV
Relative energy (zero: lowest compared OMol25 entry of this formula, charge and spin) ... 2.2 kcal/mol

ORCA input file:
```
! RIJCOSX wB97M-V def2-TZVPD def2/J DEFGRID3
* xyz 1 1
H -1.9426 3.5307 -1.2435
C -0.3502 -1.6163 -5.6823
C 3.8682 -4.7510 -2.1320
H 3.2158 -4.4025 1.6475
Au -0.4668 -0.1030 -0.8318
H -2.5866 -4.6312 0.5762
Si 2.8488 1.0689 -1.3314
H 3.7416 -0.8566 -0.0632
H -3.9052 1.3409 -4.0530
N -0.3108 -0.7231 -3.0591
H 4.7546 0.5633 0.2116
Si -3.2079 1.4715 -1.6698
C 2.6313 0.4333 -3.0599
C -5.9195 1.1826 2.5749
H 3.7358 3.0624 -2.4567
C 2.4737 -4.0190 -0.3186
C -2.3196 -2.9119 3.4828
C -3.8487 0.6432 -3.2120
C -4.6400 2.3710 -0.9110
H -2.3339 2.5993 2.7602
C -2.5035 -3.7892 1.2510
H -0.8717 2.4024 -2.0358
H 3.5731 5.3943 2.0754
N -2.6167 0.1450 -0.6453
C 0.1937 5.2351 2.0164
H -2.2652 -3.0748 4.5515
H 3.6814 1.2960 2.2089
H 1.5808 6.8129 2.4426
C -4.9038 0.5822 1.8522
C -1.9014 2.7677 -2.0258
H -6.4424 2.7668 3.9261
H 4.7544 -0.2226 3.7691
C -0.7851 0.9883 1.0826
C 1.6541 -1.5728 3.7840
H 4.1553 3.1190 -0.7495
H -0.3814 -1.9794 -6.7010
H 1.8378 0.9546 -3.5981
C -5.6480 2.3002 3.3583
H 2.4267 -0.6383 -3.0673
P 0.8869 1.3499 1.0514
H 4.8787 -0.3161 -1.3071
C -3.6109 1.1068 1.8950
H -0.9387 3.4898 1.4879
H 1.0823 -2.3788 4.2270
H -0.6813 5.8574 2.1513
H -1.2079 0.3111 -6.1176
H -4.3613 2.9888 -0.0556
C 2.7168 -4.1341 -1.6808
C 0.1663 -2.4130 -4.6715
H -3.2550 -0.2197 -3.5129
C 0.0465 3.8988 1.6669
H 3.4738 -2.0707 4.8034
H -5.0354 3.0304 -1.6915
C 4.5503 -5.1501 0.1361
H 2.5185 3.5305 -1.2683
H -2.5747 -2.3252 -0.3212
C 0.1904 -1.9264 -3.3770
C 4.1760 0.0260 -0.5419
C 3.0909 0.5001 2.6364
H 2.1116 -3.5758 -3.5755
C 1.0392 -0.7079 2.8869
H 3.3215 3.0517 1.4725
C 2.5813 4.9739 1.9745
H -5.4440 1.7023 -0.6039
C 3.7094 -0.3616 3.5245
H -4.1471 3.6683 4.0467
H -4.8621 0.2816 -3.0195
C -0.8151 -0.3569 -5.3642
C -2.3796 -1.4051 1.6023
C 3.3994 -4.5124 0.5849
C -2.4916 -2.4944 0.7449
N 1.8004 -3.5905 -2.6198
H -6.9224 0.7787 2.5374
N 0.4132 -2.4631 -1.0851
H 5.6741 -5.7632 -1.5848
H -1.1465 1.0192 -3.7516
H -2.0994 3.2684 -2.9784
H 4.0540 -4.8293 -3.1975
C 1.4607 5.7712 2.1754
C 4.7823 -5.2703 -1.2228
C -4.3604 2.8088 3.4251
H -0.0001 -0.8549 2.6294
C 1.1588 3.0798 1.4977
H -2.4314 -5.0046 3.0135
C -2.3055 -1.6223 2.9785
H 0.5201 -3.4106 -4.8925
C 1.7400 0.3425 2.3051
C 0.8207 -2.7060 -2.2631
H -5.1152 -0.2970 1.2531
C -0.7858 0.0437 -4.0388
C -3.3425 2.2104 2.6932
H 5.2598 -5.5452 0.8500
C 2.9896 -1.4021 4.1031
H 3.5652 0.5918 -3.6055
H -2.2359 -0.7818 3.6617
C 3.3601 2.8597 -1.4504
N 1.3523 0.9555 -0.4304
S 0.9891 -3.2787 0.2857
C -2.4152 -3.9974 2.6177
C 2.4315 3.6402 1.6393
P -2.3226 0.2879 0.9463
*
```

Mulliken atomic charge list, values in e, 99 entries: 0.30 -0.94 -0.69 0.45 2.51 0.46 -0.09 0.15 0.39 0.61 0.35 0.26 -0.91 -0.69 0.49 0.84 -0.59 -1.12 -1.24 0.33 -0.54 0.07 0.45 -0.34 -0.98 0.51 0.29 0.39 -0.73 -0.93 0.41 0.48 -2.04 -0.65 0.35 0.44 0.18 -0.58 0.15 1.89 0.54 0.67 0.21 0.51 0.48 0.53 0.33 -0.03 -0.76 0.34 -0.02 0.41 0.47 -0.79 0.33 0.38 0.42 -1.03 -0.04 0.24 -0.02 0.32 -1.09 0.29 -1.13 0.47 0.36 -0.96 0.72 -0.75 -0.73 -0.10 0.45 -0.66 0.40 0.73 0.55 0.40 -0.60 -0.62 -0.68 0.38 0.54 0.43 -0.70 0.66 0.14 0.59 0.51 -0.91 -0.42 0.41 -0.68 0.55 0.40 -1.26 -0.21 -0.02 -0.73

No. 4
The following is a quantum chemistry calculation of 2 unconnected molecules or ions with the total composition C8H16NP in a non-equilibrium geometry, from OMol25.

Calculated total energy ... -710.372588 hartree
HOMO ... -7.8622 eV
Gap between HOMO and LUMO ... 8.27 eV
LUMO ... 0.4 eV
Relative energy (zero: lowest compared OMol25 entry of this formula, charge and spin) ... 58.3 kcal/mol

ORCA input file:
```
! RIJCOSX wB97M-V def2-TZVPD def2/J DEFGRID3
* xyz 0 1
C -1.8111 -0.6074 1.9650
H 1.2065 2.1249 -3.8570
H -0.6337 1.6712 -2.2749
C 1.8745 2.3991 -3.0081
H -0.0946 0.7979 2.3975
H -0.0701 2.7022 -0.9650
N 1.7832 -1.0876 0.6208
C -1.4077 -2.8501 1.1275
H 1.2081 -1.9573 0.9240
H -2.1577 -3.6671 1.0786
H -0.3829 -2.0943 2.8568
H -1.7232 1.4409 1.8891
C -1.4446 -1.9771 2.4029
H -0.4146 -3.3731 0.9359
H -2.2711 -2.3295 3.1705
C 1.7689 -0.6046 -0.4796
C -1.2147 0.5614 2.1193
P 1.9301 -0.2370 -2.0732
H 1.7576 3.3754 -2.6077
C -0.0217 1.6641 -1.3707
H 2.8719 2.2306 -3.1897
H -2.8274 -0.4637 1.4422
C 1.5131 1.5765 -1.7994
H -1.5380 -2.2092 0.1707
H 2.1491 1.9437 -0.9252
H -0.0499 0.9702 -0.5504
*
```

Computed natural (NBO) charges, given in elementary charges: -0.19 0.20 0.22 -0.62 0.20 0.20 -0.66 -0.62 0.42 0.22 0.22 0.19 -0.46 0.20 0.23 0.07 -0.40 0.37 0.21 -0.63 0.21 0.20 -0.42 0.22 0.21 0.22

- Among the records above, which one has the lowest calculated total energy?
  C35H35N4S4Sb3Tc

- The lowest calculated total energy belongs to which entry?
  C35H35N4S4Sb3Tc

- What is the calculated total energy in the fourth record?
  -710.372588 hartree